# C11H22N6O4

One molecule with the formula C11H22N6O4 in a non-equilibrium geometry (ωB97M-V/def2-TZVPD, the Open Molecules 2025 dataset).

Last column: Mulliken charge in e.
CARTESIAN COORDINATES (ANGSTROEM)
H  1.210  -1.063  -3.334  0.18
N  0.354  -0.730  -3.001  -0.52
C  -0.723  -1.484  -2.824  0.28
N  -0.522  -2.801  -3.197  -0.47
N  -1.891  -0.907  -2.393  -0.16
C  -3.218  -1.480  -1.842  -0.97
C  -3.238  -1.353  -0.340  -0.39
C  -2.656  -0.143  0.344  -1.09
C  -1.068  -0.254  0.694  1.43
N  -0.848  -1.206  1.807  -0.51
C  -0.793  1.074  1.237  -0.89
O  -1.486  1.505  2.151  -0.69
N  0.439  1.618  0.947  -0.03
C  1.415  1.311  -0.041  -0.32
C  2.220  0.077  0.320  -0.56
C  3.018  0.218  1.665  -1.00
C  2.425  0.506  3.139  0.41
N  1.148  0.068  3.373  -0.29
O  3.105  1.031  4.024  -0.67
C  0.898  1.374  -1.532  0.04
O  -0.246  1.538  -1.850  -0.57
O  1.973  1.209  -2.357  -0.53
H  -0.596  -3.786  -2.695  0.21
H  0.002  -2.830  -4.005  0.24
H  -1.787  0.077  -2.362  0.29
H  -3.303  -2.558  -2.280  0.29
H  -3.949  -0.894  -2.232  0.41
H  -2.831  -2.229  0.196  0.25
H  -4.314  -1.202  -0.193  0.37
H  -2.874  0.778  -0.152  0.52
H  -3.068  -0.222  1.373  0.41
H  -0.539  -0.768  -0.312  -0.23
H  -1.747  -1.479  2.351  0.27
H  -0.549  -2.070  1.299  0.34
H  0.423  2.498  1.564  0.30
H  2.070  2.057  0.047  0.97
H  1.598  -0.798  0.456  0.03
H  2.863  -0.264  -0.448  0.75
H  3.703  -0.588  1.780  0.44
H  3.642  1.077  1.562  0.36
H  0.772  0.326  4.315  0.21
H  0.509  -0.617  2.843  0.33
H  1.552  0.924  -3.167  0.58

The calculation puts the gap between HOMO and LUMO at 9.161 eV. Its LUMO energy is 0.25 eV. Its SMILES is [H]/N=C(\N)NCCC[C@H](N)C(=O)N[C@@H](CCC(N)=O)C(=O)O. The spin multiplicity is 1.

# C13H27AuN3O2S

C13H27AuN3O2S as an isolated structure (ωB97M-V/def2-TZVPD, the Open Molecules 2025 dataset).

Last column: Mulliken charge in e.
CARTESIAN COORDINATES (ANGSTROEM)
Au  -0.721  0.369  -0.019  0.67
C  -2.388  -1.248  5.821  -1.07
C  -1.170  -1.046  4.928  -0.41
S  -1.675  -1.116  3.166  0.39
O  -0.751  -0.188  2.429  -0.61
C  -1.092  -2.803  2.747  -0.50
C  0.420  -2.942  2.804  -1.07
H  -2.085  -1.269  6.867  0.37
H  -2.890  -2.192  5.602  0.29
H  -3.106  -0.439  5.691  0.32
H  -0.409  -1.800  5.116  0.20
H  -0.732  -0.058  5.049  0.41
H  -1.455  -2.941  1.728  0.36
H  -1.621  -3.496  3.404  0.40
H  0.889  -2.046  2.395  0.27
H  0.732  -3.796  2.204  0.35
H  0.786  -3.102  3.816  0.35
C  -4.502  3.397  -1.987  -1.06
C  -3.454  3.645  -0.880  -0.22
C  -2.864  2.414  -0.405  0.36
N  -2.422  1.410  -0.066  -0.34
H  -4.538  4.255  -2.653  0.32
H  -5.490  3.248  -1.560  0.30
H  -4.252  2.517  -2.576  0.35
H  -3.897  4.169  -0.033  0.28
H  -2.641  4.271  -1.252  0.25
C  1.800  2.257  -1.183  -1.27
N  2.117  1.125  -2.038  0.22
C  2.965  1.430  -3.185  -0.65
C  2.907  0.315  -4.208  -0.72
C  3.228  -0.994  -3.513  -0.61
N  2.349  -1.172  -2.366  0.13
C  2.118  -2.528  -1.874  -1.05
C  1.837  -0.143  -1.663  0.67
O  1.120  -0.424  -0.660  -0.94
H  2.658  2.930  -1.163  0.38
H  1.606  1.926  -0.168  0.43
H  0.931  2.802  -1.558  0.31
H  3.998  1.579  -2.851  0.31
H  2.619  2.371  -3.615  0.42
H  3.624  0.510  -5.003  0.35
H  1.910  0.265  -4.648  0.32
H  4.276  -1.012  -3.196  0.26
H  3.069  -1.828  -4.195  0.49
H  2.835  -3.193  -2.347  0.44
H  1.107  -2.865  -2.104  0.26
H  2.253  -2.564  -0.796  0.32

Its charge is +1. The calculation puts the gap between HOMO and LUMO at 9.385 eV. Its LUMO energy is -2.00 eV. The spin multiplicity is 1.

# C5H10O2S

A 2-piece molecular cluster, C5H10O2S overall in a non-equilibrium geometry (ωB97M-V/def2-TZVPD, the Open Molecules 2025 dataset).

Last column: Mulliken charge in e.
CARTESIAN COORDINATES (ANGSTROEM)
O  2.334  1.433  0.153  -0.48
C  2.512  0.568  -0.941  0.52
O  3.641  0.515  -1.333  -0.49
C  1.292  0.002  -1.498  -0.49
C  0.196  -0.346  -0.611  -0.23
C  0.505  -0.981  0.710  -1.09
S  -2.427  -0.334  0.851  -0.19
C  -4.269  -0.356  1.165  -0.75
H  1.567  2.003  -0.048  0.35
H  1.473  -0.480  -2.458  0.34
H  0.223  -0.254  1.563  0.29
H  -0.586  -1.019  -1.177  0.44
H  -0.544  0.536  -0.450  0.27
H  -0.189  -1.838  0.833  0.37
H  1.510  -1.333  0.913  0.37
H  -4.757  0.243  0.326  0.22
H  -4.660  -1.344  1.186  0.28
H  -4.420  -0.069  2.198  0.27

The calculation puts the gap between HOMO and LUMO at 3.774 eV. Its LUMO energy is -3.90 eV. The spin multiplicity is 1.